No. 1
Formula: C22H28Cl2N2O5S
Source: the Open Molecules 2025 dataset
Level of theory: ωB97M-V/def2-TZVPD

Cartesian coordinates (Å):
C -5.100 -2.810 0.154
C -3.885 -1.780 0.033
H -3.107 -1.981 -0.699
H -3.513 -1.740 0.993
C -4.560 -0.573 -0.515
N -3.600 0.492 -0.520
C -3.158 1.305 0.533
C -2.108 2.250 -0.351
C -2.049 1.826 -1.682
C -2.858 0.749 -1.777
C -3.223 0.198 -2.973
H -2.760 0.557 -3.936
H -4.206 -0.238 -3.330
H -2.752 -0.922 -2.830
H -1.359 2.187 -2.467
C -1.406 3.251 0.532
O -1.515 3.567 1.569
C -0.196 3.783 -0.344
H -0.433 4.517 -1.339
H 0.440 4.518 0.324
O 0.546 2.732 -1.021
C 1.666 2.565 -0.241
O 2.436 3.351 0.311
C 2.073 1.087 -0.459
C 1.089 0.291 -0.939
C 1.398 -1.217 -0.661
C 2.627 -1.906 -0.622
C 3.719 -0.663 -0.653
C 3.366 0.507 -0.484
Cl 4.812 1.572 -0.466
H 4.704 -1.087 -0.661
Cl 2.897 -3.425 -0.702
S -0.157 -2.181 -0.420
O 0.095 -3.712 -0.176
O -1.091 -1.989 -1.535
N -0.859 -1.371 0.940
H -1.209 -0.628 0.592
C -0.320 -1.816 2.465
H -1.145 -1.789 2.955
C 0.662 -0.728 2.738
C 0.315 0.488 2.931
H 0.885 1.316 3.324
H -0.660 0.561 3.540
H -0.206 0.793 1.852
C 1.255 -1.264 3.902
H 1.927 -2.392 3.869
H 2.236 -0.765 4.338
H 0.722 -1.484 4.781
H 1.605 -0.770 1.790
H -0.049 -2.783 2.181
H 0.100 0.524 -0.815
C -3.532 1.497 1.717
H -2.766 2.217 2.240
H -4.527 1.703 1.910
H -3.378 0.398 2.341
H -5.219 0.072 0.622
H -5.178 -0.555 -1.359
H -4.830 -3.769 0.418
H -5.579 -2.818 -0.890
H -5.778 -2.539 1.072

Output
Net charge: 0
LUMO (eV): -0.63
Orbital gap (Eh): 0.24624
HOMO (eV): -7.330

No. 2
Formula: C22H28ClEuN7O2S2
Source: the Open Molecules 2025 dataset
Level of theory: ωB97M-V/def2-TZVPD

Cartesian coordinates (Å):
Eu -0.054 -0.365 0.159
C -2.653 -1.950 -1.902
O -2.135 -1.930 -0.571
C -3.173 -2.030 0.397
C -2.554 -2.348 1.724
O -1.558 -1.370 2.017
C -1.033 -1.529 3.338
H -3.171 -2.894 -2.077
H -1.810 -1.866 -2.583
H -3.334 -1.111 -2.054
H -3.859 -2.838 0.126
H -3.735 -1.092 0.430
H -2.089 -3.339 1.715
H -3.327 -2.331 2.498
H -1.799 -1.275 4.072
H -0.188 -0.855 3.441
H -0.701 -2.559 3.488
N 3.271 1.392 2.679
C 4.104 0.352 2.324
C 3.310 -0.568 1.721
N 2.007 -0.113 1.698
C 2.029 1.074 2.274
C 0.819 1.862 2.446
N -0.358 1.376 2.121
C -1.264 2.375 2.400
C -0.614 3.458 2.897
N 0.718 3.116 2.927
H 3.562 2.246 3.121
H 5.159 0.366 2.532
H 3.593 -1.513 1.291
H -2.316 2.253 2.211
H -0.963 4.426 3.208
H 1.472 3.754 3.117
C -0.865 1.679 -3.401
N -1.999 2.483 -2.965
C -2.511 3.537 -3.711
C -3.566 4.031 -3.042
N -3.681 3.271 -1.894
C -2.718 2.326 -1.837
S -2.560 1.236 -0.538
H 0.031 2.294 -3.439
H -1.078 1.259 -4.382
H -0.703 0.883 -2.685
H -2.068 3.833 -4.645
H -4.232 4.842 -3.272
H -4.362 3.382 -1.163
Cl 0.668 -3.101 0.775
C 2.156 -3.038 -0.187
C 3.253 -3.747 0.267
C 4.457 -3.589 -0.399
C 4.521 -2.722 -1.487
C 3.390 -2.061 -1.935
C 2.141 -2.216 -1.313
C 0.900 -1.568 -1.791
H 3.168 -4.386 1.136
H 5.334 -4.127 -0.066
H 5.461 -2.579 -2.005
H 3.452 -1.415 -2.802
H 0.138 -2.342 -1.940
H 1.070 -1.052 -2.736
S 1.042 4.368 -0.465
C 0.936 2.759 -0.585
N 0.872 1.587 -0.678

Output
Net charge: +1
LUMO (alpha / beta) (eV): -3.37 / -2.03
<S²>: 12.07
Orbital gap (alpha / beta) (Eh): 0.23804 / 0.28731
HOMO (alpha / beta) (eV): -9.847 / -9.848
Spin multiplicity: 7

No. 3
Formula: C22H28N2O3
Source: the Open Molecules 2025 dataset
Level of theory: ωB97M-V/def2-TZVPD

Cartesian coordinates (Å):
C -0.803 -1.993 1.830
C -2.107 -2.187 1.111
C -2.000 -2.215 -0.348
C -3.334 -2.535 -0.963
C -3.308 -2.281 -2.455
O -4.385 -2.872 -0.422
O -3.104 -2.282 1.862
H 0.071 -2.002 1.186
H -0.791 -1.015 2.340
H -0.645 -2.771 2.583
H -1.009 -2.730 -0.747
H -2.700 -3.090 -2.946
H -4.319 -2.284 -2.917
H -2.887 -1.256 -2.560
C 3.131 0.803 -0.610
N 2.571 1.498 0.542
C 1.271 1.530 0.923
C 0.200 0.891 0.084
C 0.338 -0.482 -0.372
C -0.660 -1.152 -1.159
C 0.029 -1.690 -2.441
C -0.329 -1.286 -3.715
C 0.228 -1.910 -4.829
C 1.224 -2.866 -4.693
C 1.588 -3.246 -3.413
C 1.021 -2.653 -2.285
O -0.836 1.548 -0.234
N 1.213 2.366 2.003
C -0.021 2.857 2.691
C 0.368 3.640 3.945
C -0.888 1.665 3.057
C -0.774 3.775 1.738
C 2.492 2.745 2.348
C 3.341 2.194 1.452
H 4.001 1.379 -0.957
H 3.499 -0.200 -0.334
H 2.396 0.727 -1.422
H 1.296 -0.958 -0.149
H -1.551 -0.526 -1.368
H -1.057 -0.476 -3.819
H -0.149 -1.658 -5.816
H 1.615 -3.388 -5.564
H 2.291 -4.053 -3.286
H 1.325 -2.931 -1.278
H 0.927 4.556 3.688
H -0.566 3.952 4.441
H 0.940 3.022 4.661
H -1.341 1.224 2.165
H -0.315 0.909 3.605
H -1.694 2.020 3.708
H -1.096 3.231 0.842
H -1.649 4.160 2.273
H -0.142 4.627 1.461
H 2.672 3.396 3.189
H 4.411 2.274 1.374

Output
Net charge: 0
LUMO (eV): 0.08
Orbital gap (Eh): 0.25977
HOMO (eV): -6.992

Relative energy (zero: lowest compared OMol25 entry of this formula, charge and spin) (computed, kcal/mol): 440.75; 0.00; 169.92